(1)
# C40H80O10

A 10-piece molecular cluster, C40H80O10 overall (ωB97M-V/def2-TZVPD, OMol25).

Each line ends with the Löwdin charge.
Element x y z (Å)
C: -4.09 1.38 2.95  -0.18
C: -3.00 2.36 3.30  -0.18
C: -3.12 2.46 4.82  -0.19
O: -3.64 1.20 5.25  -0.14
C: -3.99 0.40 4.10  -0.19
H: -3.97 0.85 2.00  0.10
H: -5.07 1.87 2.93  0.12
H: -3.12 3.30 2.74  0.11
H: -2.01 2.01 2.99  0.08
H: -3.81 3.26 5.12  0.12
H: -2.15 2.61 5.30  0.10
H: -4.93 -0.11 4.29  0.12
H: -3.16 -0.29 3.93  0.11
C: 0.28 0.38 -0.09  -0.14
C: -0.76 -0.28 0.78  -0.15
C: -0.08 -1.57 1.22  -0.18
O: 0.88 -1.88 0.19  -0.14
C: 0.84 -0.85 -0.80  -0.19
H: 1.06 0.91 0.45  0.11
H: -0.18 1.06 -0.81  0.09
H: -1.71 -0.49 0.28  0.09
H: -1.03 0.40 1.60  0.09
H: -0.76 -2.42 1.34  0.10
H: 0.43 -1.37 2.17  0.11
H: 0.15 -1.11 -1.62  0.11
H: 1.83 -0.69 -1.23  0.11
C: -3.15 2.83 -0.87  -0.13
C: -3.44 1.43 -1.45  -0.16
C: -4.04 1.83 -2.79  -0.19
O: -4.98 2.85 -2.42  -0.14
C: -4.32 3.67 -1.45  -0.18
H: -2.16 3.13 -1.22  0.07
H: -3.16 2.90 0.21  0.09
H: -4.21 0.90 -0.90  0.11
H: -2.58 0.77 -1.62  0.09
H: -4.60 1.06 -3.31  0.12
H: -3.31 2.27 -3.48  0.11
H: -5.02 3.95 -0.67  0.11
H: -3.94 4.58 -1.93  0.11
C: -2.92 -3.49 -0.59  -0.16
C: -3.38 -4.07 0.75  -0.14
C: -4.18 -2.92 1.38  -0.19
O: -4.07 -1.79 0.53  -0.16
C: -3.82 -2.29 -0.78  -0.21
H: -3.05 -4.22 -1.39  0.11
H: -1.87 -3.20 -0.55  0.10
H: -2.52 -4.39 1.35  0.10
H: -4.04 -4.93 0.62  0.11
H: -3.84 -2.65 2.38  0.11
H: -5.24 -3.19 1.45  0.12
H: -3.48 -1.52 -1.46  0.10
H: -4.78 -2.62 -1.23  0.13
C: 1.07 -4.76 3.05  -0.17
C: 1.01 -4.08 4.41  -0.15
C: -0.47 -4.26 4.75  -0.19
O: -0.92 -5.45 4.09  -0.14
C: 0.14 -5.94 3.28  -0.22
H: 2.05 -5.09 2.70  0.11
H: 0.62 -4.11 2.29  0.10
H: 1.28 -3.02 4.38  0.09
H: 1.63 -4.63 5.12  0.12
H: -1.06 -3.42 4.36  0.11
H: -0.65 -4.38 5.82  0.12
H: -0.30 -6.33 2.36  0.12
H: 0.67 -6.76 3.78  0.12
C: 4.79 -0.33 -3.54  -0.18
C: 5.56 0.57 -2.59  -0.17
C: 6.74 0.99 -3.51  -0.20
O: 6.27 0.92 -4.84  -0.14
C: 4.88 0.52 -4.79  -0.20
H: 3.78 -0.61 -3.21  0.10
H: 5.35 -1.26 -3.67  0.12
H: 5.92 0.13 -1.67  0.08
H: 4.97 1.45 -2.33  0.11
H: 7.59 0.31 -3.40  0.12
H: 7.06 2.01 -3.28  0.11
H: 4.61 0.02 -5.72  0.12
H: 4.29 1.43 -4.67  0.12
C: 3.48 -2.55 2.01  -0.15
C: 4.00 -1.21 1.46  -0.13
C: 4.81 -1.64 0.23  -0.22
O: 4.99 -3.03 0.31  -0.13
C: 3.80 -3.55 0.89  -0.20
H: 2.43 -2.52 2.29  0.06
H: 4.08 -2.93 2.84  0.12
H: 4.61 -0.70 2.21  0.11
H: 3.17 -0.55 1.21  0.09
H: 5.79 -1.16 0.14  0.11
H: 4.30 -1.41 -0.72  0.10
H: 4.10 -4.53 1.26  0.12
H: 3.02 -3.64 0.13  0.12
C: -0.90 4.58 -3.09  -0.16
C: 0.08 5.46 -3.87  -0.16
C: 1.19 4.49 -4.18  -0.19
O: 1.27 3.61 -3.04  -0.14
C: 0.02 3.57 -2.38  -0.23
H: -1.56 4.05 -3.78  0.10
H: -1.55 5.14 -2.41  0.10
H: 0.40 6.31 -3.27  0.11
H: -0.43 5.90 -4.74  0.11
H: 2.16 4.99 -4.24  0.12
H: 0.98 3.89 -5.07  0.10
H: 0.19 3.84 -1.33  0.12
H: -0.46 2.59 -2.44  0.08
C: 0.17 1.06 -6.49  -0.15
C: 0.44 -0.30 -5.79  -0.15
C: -0.02 -0.02 -4.36  -0.18
O: -0.95 1.08 -4.42  -0.17
C: -1.09 1.51 -5.77  -0.21
H: 0.04 0.96 -7.57  0.11
H: 1.01 1.75 -6.33  0.10
H: 1.48 -0.62 -5.87  0.10
H: -0.15 -1.08 -6.28  0.11
H: 0.83 0.26 -3.73  0.11
H: -0.58 -0.85 -3.93  0.11
H: -1.25 2.59 -5.80  0.11
H: -1.95 1.01 -6.23  0.12
C: 0.60 0.13 5.04  -0.15
C: 1.00 1.12 3.92  -0.15
C: 1.47 2.36 4.69  -0.20
O: 1.79 1.91 6.01  -0.13
C: 0.77 0.96 6.31  -0.20
H: 1.30 -0.71 5.07  0.09
H: -0.40 -0.28 4.90  0.10
H: 0.14 1.36 3.29  0.08
H: 1.75 0.70 3.24  0.10
H: 0.66 3.11 4.74  0.12
H: 2.32 2.88 4.24  0.12
H: -0.14 1.49 6.61  0.12
H: 1.11 0.39 7.17  0.12

Values from the calculation:
* HOMO level: -0.3514 hartree
* DFT total energy: -63248.1702 eV
* total charge: 0
* SMILES: C1CCOC1.C1CCOC1.C1CCOC1.C1CCOC1.C1CCOC1.C1CCOC1.C1CCOC1.C1CCOC1.C1CCOC1.C1CCOC1


(2)
# C40H80O30

C40H80O30 as an isolated structure (ωB97M-V/def2-TZVPD, OMol25).

Each line ends with the Löwdin charge.
Element x y z (Å)
C: 4.94 1.95 1.87  -0.09
C: 5.35 3.19 1.12  -0.19
O: 4.52 4.26 1.36  0.06
C: 3.30 4.39 0.83  -0.50
O: 2.86 3.61 0.02  -0.10
O: 2.77 5.53 1.36  0.03
C: 1.47 6.00 0.87  0.00
H: 4.01 1.49 1.52  0.07
H: 4.73 2.15 2.92  0.11
H: 5.70 1.18 1.95  -0.01
H: 5.42 2.92 0.07  0.13
H: 6.37 3.49 1.34  0.13
H: 1.14 5.69 -0.12  0.09
H: 1.55 7.08 0.75  0.09
H: 0.70 5.82 1.63  0.09
C: -4.50 1.27 -7.35  -0.04
C: -3.05 1.47 -6.78  -0.21
O: -2.92 1.00 -5.47  0.00
C: -2.84 -0.32 -5.08  -0.50
O: -2.75 -1.25 -5.85  0.16
O: -2.69 -0.48 -3.74  -0.14
C: -2.56 0.63 -2.90  -0.04
H: -4.65 1.98 -8.17  0.07
H: -5.16 1.46 -6.52  0.07
H: -4.71 0.26 -7.71  0.07
H: -2.74 2.52 -6.82  0.12
H: -2.25 0.98 -7.33  0.12
H: -3.40 1.33 -2.90  0.07
H: -1.64 1.21 -2.99  0.12
H: -2.51 0.26 -1.88  0.09
C: 0.55 -3.99 -1.31  -0.11
C: -0.13 -4.63 -2.51  -0.10
O: -1.09 -3.84 -3.11  0.02
C: -2.23 -3.59 -2.53  -0.50
O: -2.60 -3.95 -1.41  -0.07
O: -2.89 -2.76 -3.40  -0.04
C: -4.23 -2.28 -3.15  0.04
H: 0.75 -2.93 -1.44  0.06
H: 1.50 -4.47 -1.10  0.13
H: -0.08 -3.98 -0.42  0.13
H: -0.51 -5.65 -2.42  0.14
H: 0.64 -4.69 -3.28  0.14
H: -4.34 -1.35 -3.71  0.10
H: -4.53 -2.23 -2.10  0.10
H: -4.89 -2.97 -3.68  0.11
C: 1.45 2.28 1.02  -0.11
C: 1.27 0.75 1.03  -0.18
O: 0.04 0.51 0.47  0.10
C: -0.21 -0.73 -0.01  -0.26
O: 0.57 -1.73 -0.01  -0.02
O: -1.52 -0.81 -0.48  0.03
C: -1.96 -1.85 -1.30  -0.13
H: 1.42 2.64 -0.01  0.07
H: 2.42 2.61 1.37  0.03
H: 0.65 2.79 1.55  0.13
H: 1.27 0.39 2.06  0.11
H: 2.09 0.28 0.49  0.15
H: -3.05 -1.89 -1.27  0.07
H: -1.54 -2.80 -0.98  0.07
H: -1.71 -1.71 -2.35  0.11
C: -2.80 -3.74 0.48  -0.06
C: -4.06 -2.81 0.60  -0.17
O: -3.80 -1.87 1.63  -0.02
C: -4.69 -1.70 2.59  -0.51
O: -5.81 -2.24 2.69  0.10
O: -4.14 -0.92 3.58  -0.02
C: -4.77 -0.57 4.78  -0.07
H: -1.89 -3.31 0.05  0.05
H: -3.08 -4.55 -0.20  0.09
H: -2.60 -4.16 1.47  0.10
H: -4.87 -3.50 0.84  0.14
H: -4.27 -2.27 -0.32  0.05
H: -4.30 0.28 5.27  0.09
H: -4.51 -1.37 5.47  0.09
H: -5.85 -0.45 4.72  0.10
C: 2.27 2.03 2.93  -0.25
C: 1.17 2.43 3.94  -0.07
O: 1.81 3.43 4.80  0.04
C: 1.11 4.03 5.78  -0.50
O: -0.12 3.88 6.08  0.05
O: 1.96 4.92 6.37  -0.03
C: 1.52 5.83 7.39  -0.04
H: 2.61 2.90 2.36  0.07
H: 1.94 1.19 2.33  -0.01
H: 3.14 1.66 3.47  0.10
H: 0.85 1.60 4.59  0.13
H: 0.33 2.83 3.37  0.12
H: 2.42 6.37 7.67  0.09
H: 1.15 5.33 8.29  0.10
H: 0.85 6.60 7.01  0.09
C: 5.98 -4.51 2.45  -0.04
C: 5.73 -5.12 1.04  -0.20
O: 4.37 -5.00 0.75  0.04
C: 3.85 -3.87 0.27  -0.52
O: 4.46 -2.87 0.04  0.08
O: 2.52 -3.99 0.15  0.05
C: 1.77 -2.83 -0.22  -0.31
H: 7.01 -4.32 2.77  0.07
H: 5.61 -5.14 3.26  0.07
H: 5.58 -3.50 2.51  0.05
H: 5.97 -6.18 0.99  0.12
H: 6.35 -4.61 0.30  0.12
H: 1.89 -2.00 0.47  0.12
H: 0.71 -3.07 -0.32  0.00
H: 1.95 -2.51 -1.24  0.08
C: -6.75 3.36 -2.68  -0.04
C: -5.21 3.46 -2.67  -0.20
O: -4.66 2.18 -2.46  -0.05
C: -4.81 1.62 -1.22  -0.48
O: -5.23 2.22 -0.24  0.14
O: -4.24 0.39 -1.27  -0.04
C: -4.18 -0.37 -0.08  -0.08
H: -7.09 3.56 -1.67  0.07
H: -7.11 2.36 -2.93  0.09
H: -7.23 4.16 -3.25  0.07
H: -4.81 4.16 -1.94  0.13
H: -4.78 3.81 -3.60  0.12
H: -3.87 0.23 0.77  0.14
H: -3.36 -1.09 -0.18  0.04
H: -5.11 -0.91 0.08  0.13
C: 2.53 2.24 -1.44  -0.10
C: 1.39 1.42 -2.07  -0.10
O: 1.76 0.00 -1.90  0.05
C: 1.33 -0.99 -2.66  -0.48
O: 1.84 -2.11 -2.76  0.10
O: 0.19 -0.67 -3.37  0.01
C: -0.46 -1.72 -4.04  -0.05
H: 2.82 1.80 -0.49  0.07
H: 2.22 3.28 -1.34  0.09
H: 3.45 2.19 -2.02  0.11
H: 1.28 1.58 -3.14  0.13
H: 0.47 1.60 -1.52  0.11
H: -0.04 -1.79 -5.04  0.13
H: -1.46 -1.38 -4.28  0.05
H: -0.54 -2.69 -3.54  0.02
C: 5.90 -0.43 2.10  -0.06
C: 4.73 -0.76 1.11  -0.16
O: 3.64 -1.40 1.71  0.06
C: 2.81 -0.83 2.56  -0.52
O: 2.81 0.34 2.91  -0.07
O: 1.87 -1.70 2.90  0.03
C: 0.91 -1.45 3.95  0.01
H: 6.42 -1.23 2.62  0.09
H: 5.59 0.33 2.82  0.06
H: 6.68 0.05 1.50  0.10
H: 5.07 -1.52 0.40  0.08
H: 4.45 0.08 0.48  0.13
H: 1.38 -1.05 4.84  0.10
H: 0.42 -2.37 4.29  0.10
H: 0.15 -0.81 3.51  0.10

Values from the calculation:
* HOMO level: -0.2725 hartree
* DFT total energy: -104157.7271 eV
* total charge: 0


(3)
# C40H83N6O16S

A 6-piece molecular cluster, C40H83N6O16S overall (ωB97M-V/def2-TZVPD, OMol25).

Each line ends with the Löwdin charge.
Element x y z (Å)
C: -2.43 5.90 3.05  -0.09
C: -1.15 5.83 1.98  -0.23
N: -1.21 4.45 1.36  0.00
C: -0.22 4.27 0.23  -0.25
C: 1.20 5.10 0.30  -0.09
C: 2.21 4.63 1.50  -0.20
C: 3.36 3.64 0.84  -0.20
C: 4.28 2.89 1.99  -0.27
N: 4.24 3.57 3.35  -0.06
N: 0.04 2.79 0.09  0.07
C: 0.49 1.73 1.07  -0.08
C: -0.68 0.68 1.54  -0.12
O: -1.18 1.16 2.86  -0.14
C: -2.63 0.91 2.83  -0.11
O: -3.40 1.86 2.23  -0.03
C: -0.15 2.29 -1.18  0.00
C: -0.05 0.78 -1.81  -0.11
C: -1.61 0.33 -2.18  -0.47
S: -1.90 -1.52 -2.08  0.89
C: -0.54 -2.25 -3.18  -0.43
N: -0.27 -3.73 -3.01  0.01
N: 0.77 -3.96 -3.90  -0.01
C: 1.17 -2.67 -4.63  0.00
O: 0.33 -1.54 -4.17  -0.09
C: -0.57 3.53 -2.15  -0.14
O: 0.68 3.81 -2.86  -0.04
C: -1.19 4.62 -1.09  -0.29
O: -2.49 4.13 -0.61  -0.03
C: -3.57 5.12 -0.78  -0.08
N: -4.61 5.78 -1.23  0.17
O: -0.94 6.05 -1.25  -0.11
C: -1.09 6.51 -2.64  -0.20
C: 0.36 6.99 -3.31  -0.09
H: -2.50 6.92 3.61  0.09
H: -3.44 5.61 2.47  0.09
H: -2.25 5.02 3.82  0.08
H: -0.17 5.95 2.62  0.12
H: -1.32 6.72 1.24  0.13
H: -1.05 3.78 2.15  0.11
H: 1.77 4.88 -0.72  0.13
H: 1.09 6.26 0.37  0.14
H: 1.69 4.20 2.46  0.10
H: 2.79 5.61 1.85  0.14
H: 4.11 4.36 0.26  0.13
H: 2.93 2.89 0.02  0.10
H: 5.42 2.90 1.65  0.13
H: 3.88 1.80 2.13  0.10
H: 3.29 3.37 3.76  0.06
H: 4.91 3.08 4.00  0.08
H: 1.39 1.12 0.57  0.15
H: 0.96 2.18 2.06  0.15
H: -0.15 -0.36 1.77  0.17
H: -1.53 0.50 0.75  0.13
H: -3.05 -0.10 3.26  0.17
H: 0.50 0.86 -2.86  0.14
H: 0.51 0.00 -1.13  0.13
H: -2.29 0.82 -1.33  0.10
H: -1.96 0.77 -3.23  0.11
H: 2.01 -2.47 -5.42  0.16
H: -1.49 3.26 -2.84  0.18
H: 0.56 3.47 -3.81  0.16
H: -1.73 7.52 -2.59  0.15
H: -1.70 5.79 -3.34  0.14
H: 0.55 8.15 -3.15  0.10
H: 0.25 6.79 -4.48  0.09
H: 1.28 6.36 -2.88  0.08
C: 5.38 -8.13 -4.05  -0.10
O: 6.03 -7.08 -3.35  -0.23
C: 6.57 -6.08 -4.23  -0.18
C: 5.67 -4.84 -4.28  -0.19
O: 4.41 -5.14 -4.89  -0.20
C: 3.37 -5.32 -3.93  -0.13
H: 4.80 -8.71 -3.33  0.09
H: 4.70 -7.74 -4.82  0.08
H: 6.13 -8.78 -4.52  0.09
H: 6.73 -6.50 -5.23  0.13
H: 7.54 -5.79 -3.82  0.12
H: 6.16 -4.08 -4.90  0.12
H: 5.53 -4.42 -3.28  0.12
H: 3.07 -4.34 -3.54  0.05
H: 3.68 -5.97 -3.11  0.09
H: 2.52 -5.78 -4.43  0.08
C: -5.72 8.64 -0.22  -0.14
O: -6.50 9.52 0.59  -0.20
C: -6.69 10.79 -0.04  -0.19
C: -8.08 10.90 -0.66  -0.19
O: -8.23 10.00 -1.77  -0.20
C: -8.96 8.83 -1.41  -0.11
H: -5.81 7.63 0.20  0.06
H: -6.07 8.62 -1.25  0.08
H: -4.67 8.94 -0.18  0.08
H: -5.91 10.98 -0.78  0.12
H: -6.60 11.55 0.75  0.12
H: -8.21 11.92 -1.06  0.12
H: -8.87 10.73 0.09  0.13
H: -10.02 9.07 -1.33  0.09
H: -8.61 8.40 -0.47  0.08
H: -8.83 8.09 -2.20  0.09
C: 0.10 -5.92 -0.61  -0.12
O: 1.01 -6.66 0.20  -0.19
C: 1.90 -5.81 0.92  -0.19
C: 1.47 -5.66 2.38  -0.19
O: 0.23 -4.94 2.48  -0.21
C: -0.87 -5.81 2.70  -0.11
H: -0.69 -6.60 -0.94  0.09
H: -0.36 -5.10 -0.06  0.08
H: 0.62 -5.54 -1.49  0.05
H: 2.00 -4.84 0.43  0.12
H: 2.89 -6.29 0.90  0.12
H: 2.22 -5.07 2.91  0.12
H: 1.40 -6.63 2.88  0.13
H: -0.87 -6.16 3.74  0.09
H: -0.86 -6.67 2.03  0.09
H: -1.79 -5.24 2.52  0.09
C: -5.72 -1.40 2.54  -0.10
O: -5.39 -2.44 3.46  -0.20
C: -5.81 -2.14 4.79  -0.19
C: -7.10 -2.88 5.16  -0.19
O: -8.20 -2.40 4.38  -0.19
C: -8.52 -3.27 3.31  -0.11
H: -5.60 -1.79 1.53  0.09
H: -6.76 -1.06 2.66  0.09
H: -5.04 -0.56 2.68  0.05
H: -5.92 -1.06 4.93  0.13
H: -5.01 -2.48 5.46  0.12
H: -7.33 -2.68 6.21  0.13
H: -6.98 -3.96 5.04  0.13
H: -9.04 -4.16 3.69  0.09
H: -7.63 -3.58 2.75  0.08
H: -9.20 -2.74 2.62  0.09
C: 8.25 -8.34 2.36  -0.11
O: 7.61 -8.89 1.21  -0.19
C: 6.93 -7.90 0.44  -0.19
C: 7.75 -7.51 -0.80  -0.19
O: 8.95 -6.83 -0.43  -0.20
C: 10.09 -7.68 -0.49  -0.11
H: 8.94 -9.09 2.76  0.09
H: 8.83 -7.44 2.11  0.08
H: 7.50 -8.10 3.12  0.08
H: 6.69 -7.02 1.05  0.12
H: 5.99 -8.35 0.11  0.12
H: 7.15 -6.81 -1.40  0.10
H: 7.97 -8.39 -1.42  0.13
H: 10.37 -7.84 -1.54  0.09
H: 9.91 -8.64 -0.01  0.08
H: 10.92 -7.19 0.02  0.09

Values from the calculation:
* HOMO level: -0.3724 hartree
* DFT total energy: -95330.5932 eV
* total charge: +1


One value per record, in order, for strongest force on any atom: 1.118 19.493 12.141 eV/A.
One value per record, in order, for LUMO energy: 0.5 0.3 -4.4 eV.
One value per record, in order, for frontier orbital gap: 0.371 0.285 0.209 hartree.